{"formula": "C4H14F3O7Y2", "method": "ωB97M-V with the def2-TZVPD basis set", "total_charge": 4, "multiplicity": 2, "gap_ev": [7.314, 6.019], "elements": ["Y", "Y", "O", "H", "O", "H", "C", "O", "O", "C", "F", "F", "F", "C", "C", "H", "H", "H", "H", "H", "H", "O", "H", "H", "O", "H", "H", "O", "H", "H"], "xyz": [[1.72, 3.61, -1.13], [-1.50, 1.95, -1.66], [0.63, 1.61, -0.96], [0.93, 0.73, -0.65], [-0.48, 3.94, -1.73], [-1.04, 4.74, -1.77], [-1.96, -0.65, 0.91], [-1.03, -1.70, 0.53], [-2.26, 0.20, -0.14], [-3.16, -1.14, 1.83], [-3.78, -2.19, 1.38], [-2.68, -1.47, 3.08], [-4.08, -0.21, 2.04], [0.30, -1.69, 1.05], [0.78, -3.09, 0.70], [1.84, -3.33, 0.74], [0.27, -3.79, 1.36], [0.53, -3.43, -0.30], [0.38, -1.44, 2.11], [0.93, -0.91, 0.61], [-1.37, -0.05, 1.60], [3.32, 1.42, -1.81], [3.36, 0.51, -2.10], [4.23, 1.73, -1.88], [-1.02, -0.23, -2.62], [-0.67, -0.58, -3.44], [-1.15, -1.01, -2.07], [2.55, 2.20, 1.13], [2.46, 2.81, 1.85], [1.95, 1.48, 1.34]]}